# 1
25
Properties=species:S:1:pos:R:3 method="wB97M-V/def2-TZVPD" orbital_gap_ev="6.61 / 6.73" charge=+1
Rh -0.34686 -0.46335 -0.55434
Se 2.04192 -0.56415 -1.15092
Se -0.27529 1.94827 -1.03439
S -2.49098 -0.42160 0.08265
S -0.42748 -2.65126 -0.26414
N -2.56031 -5.47655 0.74929
N -5.29666 -2.49557 1.24643
C 2.79639 -0.59169 0.64568
C 1.63765 2.29579 -0.79813
C -2.29122 -4.38073 0.53541
C -0.97954 2.93136 0.48778
C -2.90349 -1.97814 0.43539
C 2.42474 1.29796 -1.61698
C -4.23026 -2.26825 0.88619
C -1.94875 -3.01883 0.26796
H 2.20479 1.37439 -2.68179
H -0.53896 2.56687 1.41032
H 1.82784 3.31317 -1.13879
H 2.30171 0.12528 1.29278
H -2.05657 2.78337 0.49605
H -0.75745 3.98299 0.33009
H 1.86524 2.23347 0.26423
H 2.64511 -1.59766 1.02853
H 3.86110 -0.38639 0.56812
H 3.49732 1.44127 -1.48741

***

# 2
132
Properties=species:S:1:pos:R:3 method="wB97M-V/def2-TZVPD" orbital_gap_ev=6.95 charge=-1
Cl 9.42262 -5.83880 3.39862
Cl 7.78877 -1.87001 3.17305
Cl 2.30964 -2.96633 0.32804
Cl 1.70366 -4.49451 -2.75890
Cl -7.16236 3.60938 -6.01715
Cl 5.94682 4.19682 4.14278
Cl -7.28031 0.06068 4.55480
Cl -1.94008 5.19297 -6.76077
Cl 5.21957 -4.19338 5.60055
Cl -4.25745 1.89640 -5.39148
Cl 3.97876 -1.88494 -2.76018
Cl 5.29374 0.18749 4.11154
Cl 4.54798 -7.11602 7.22091
Cl 5.40405 -3.88081 1.41617
Cl -5.06205 1.23699 1.94571
Cl -5.18496 7.86226 -4.29101
Cl 4.44827 2.70252 6.79466
Cl 6.44280 -6.74834 2.05703
Cl -2.11279 8.43859 -5.73945
Cl -6.35043 5.97849 -1.68736
Cl -4.19333 -1.69862 3.47333
Cl -9.13596 0.77613 1.80008
S 1.35525 3.94808 -2.11861
O 1.83366 5.30394 -1.83017
O 0.66097 3.88848 -3.40706
O 0.62962 3.36577 -0.98587
C 0.30481 0.32091 -4.41976
C 2.86264 1.55911 -1.85108
C -6.81381 7.64792 -2.10153
C 1.65494 0.24015 -3.69570
C 9.12835 -7.18776 2.27303
C 2.87705 3.01077 -2.34283
C 4.74512 -2.22171 1.31232
C -3.14685 -0.27899 3.18195
C -5.96399 3.93531 -4.72871
C -0.70228 -1.55473 -2.97217
C 1.64605 0.72044 -2.23084
C -1.77510 -3.09281 -1.21055
C 7.63337 -1.06090 4.75413
C 3.60199 -6.37837 5.90011
C 4.31446 -3.62747 -2.62010
C 3.36701 -4.50357 -3.39986
C 3.87792 4.15046 5.92373
C 4.47465 -5.65747 4.90695
C -8.67001 1.16895 4.46446
C 4.19536 4.08135 4.45164
C -3.94749 -2.84892 0.09985
C -6.25213 -2.35037 1.09097
C -0.87865 -0.15650 -3.58069
C 3.26963 -2.18155 1.60619
C 8.04019 -6.86778 1.28106
C -5.44049 -3.20231 0.12334
C -0.83507 6.01082 -5.61441
C 6.18593 -0.94742 5.15898
C -4.55504 3.63722 -5.16282
C -1.55067 7.03260 -4.77849
C -1.36905 -1.64812 -1.59067
C -9.71003 0.69194 3.48327
C -6.82182 7.89393 -3.58949
C -3.90189 1.02137 3.27863
C -3.28598 -3.30543 -1.20428
H 0.71908 1.23052 -1.98455
H -6.04570 4.99074 -4.47952
H 3.72372 4.91509 3.93451
H -5.52730 -4.26954 0.33914
H 6.10921 -0.56864 6.17764
H -2.68680 -0.40155 2.20393
H -8.29484 2.15412 4.19769
H 0.39398 -0.22773 -5.36297
H -1.37278 -3.34826 -0.22707
H 8.17785 -1.66245 5.48049
H -3.77989 -2.75995 -2.01510
H 4.28989 -3.87200 -1.56007
H -1.20723 -2.28868 -3.60604
H 5.69180 -1.91385 5.10112
H -2.36346 -0.30224 3.93778
H -1.75533 -0.17674 -4.23447
H 3.30870 -4.21528 -4.44676
H 0.13486 1.36614 -4.68927
H -4.31041 4.13800 -6.09213
H 4.96664 -1.83158 0.32093
H 4.33357 5.02153 6.38743
H -2.27609 -1.04135 -1.56678
H 5.32617 -3.78825 -2.99169
H -1.09853 0.58380 -2.81167
H 2.79997 4.20465 6.06586
H -0.41288 5.24274 -4.96002
H -7.23291 8.88229 -3.78999
H -3.54290 -4.36051 -1.34534
H 5.27837 -1.62389 2.04755
H 0.34544 -1.82622 -2.85031
H -3.44675 -3.34907 0.93351
H 8.23065 -5.92575 0.77174
H 3.61808 3.55114 -1.75507
H 5.27645 -6.29238 4.54203
H -7.31468 -2.47417 0.85238
H -0.87493 7.41269 -4.01536
H 2.07886 -0.76617 -3.72534
H -6.24753 3.34997 -3.85770
H -7.81355 7.80765 -1.70019
H -2.42097 6.60462 -4.28704
H -3.85760 3.97504 -4.39753
H -6.03859 -1.28943 0.99758
H 2.94041 -1.14496 1.66145
H -10.00104 -0.33572 3.68647
H 3.73173 1.06801 -2.31112
H -6.12401 8.31888 -1.59579
H 3.87567 -5.33424 4.05635
H -3.80546 -1.77174 0.22544
H 3.07261 -7.18617 5.39785
H 3.03808 -2.66922 2.55067
H -4.45325 1.08932 4.21388
H 3.05517 1.53084 -0.77834
H 8.10689 -0.08440 4.68703
H -6.15894 -2.67013 2.12158
H -5.82912 -3.05508 -0.88846
H -7.42620 7.15557 -4.11237
H -10.59357 1.32503 3.55202
H 2.35769 0.87108 -4.25225
H 3.83809 3.15385 4.01165
H -1.34005 -3.80459 -1.91810
H 7.97607 -7.65924 0.53592
H 10.06141 -7.37367 1.74335
H -9.10400 1.22188 5.46211
H 2.87150 -5.70923 6.34756
H 8.88070 -8.06757 2.86166
H -0.02909 6.45405 -6.19292
H 1.67259 -0.17497 -1.59669
H -0.65558 -1.30628 -0.83957
H -3.20091 1.85298 3.22430
H 3.18469 3.09760 -3.38308
H 3.72627 -5.53026 -3.34093

***

# 3
113
Properties=species:S:1:pos:R:3 method="wB97M-V/def2-TZVPD" orbital_gap_ev="5.65 / 5.60" charge=+1
Re -0.69741 -0.47171 -0.13801
Ge -0.81662 -3.52626 1.61928
Cl 7.51580 0.24711 4.74998
Cl 3.73095 -6.70004 -5.56140
Cl -5.14042 5.05874 5.86063
Cl -6.66554 1.83955 -7.19679
F -1.98383 -0.96059 1.16356
N -2.13342 0.95899 -0.47896
N -0.94675 -0.92037 -2.06404
N 0.06105 0.69217 1.37806
N 1.09038 -1.38570 0.01336
C 0.83820 -2.62325 -2.24000
C -5.44039 0.14176 -5.49633
C 1.26749 0.56796 2.05748
C -5.26485 -3.96597 0.10170
C 0.46768 -7.44346 2.38533
C -0.45781 -1.77739 -4.18797
C -5.55631 1.45345 -5.92323
C -2.91395 -3.71357 -0.34061
C 0.00455 1.98323 3.24235
C -0.10320 -1.83726 -2.77354
C -3.13448 4.78149 4.07578
C 0.87141 -4.67385 -3.66481
C 0.33531 -5.76668 0.17966
C -3.69479 -3.86287 1.92597
C 1.12743 -2.63373 -0.79733
C 0.73054 -7.08888 0.02324
C 1.53092 -5.62709 -4.42807
C -1.21643 -1.20295 5.09737
C 0.67495 -2.90310 3.98567
C 0.92914 -2.28486 5.20512
C 2.33800 -0.36119 1.78271
C -2.01571 1.99275 1.76420
C 5.51564 1.12213 3.16651
C -4.21762 -3.83605 -0.80314
C 1.24109 1.37458 3.19785
C -0.52648 -2.68009 3.31316
C -2.77339 2.77852 2.78178
C -4.22555 4.17997 4.68088
C 2.21375 -1.34187 0.88282
C 0.07515 -6.11892 2.54085
C 0.01141 -5.26129 1.44136
C 3.60666 -4.45553 -4.06681
C -1.48351 -0.94158 -4.32993
C -3.77975 0.83053 -3.87850
C 2.93750 -3.51228 -3.30207
C -2.40898 4.07412 3.12820
C -3.00178 1.09415 -1.51466
C 0.79507 -7.92875 1.12761
C 1.56324 -3.60752 -3.09571
C -4.80036 2.46044 -5.34449
C 3.59681 -0.22112 2.57298
C -2.63275 1.75097 0.56251
C -0.71246 1.57840 2.10902
C -3.91785 2.14340 -4.32334
C 5.31530 -1.12641 4.00840
C -1.82599 -0.39356 -3.02022
C -1.47547 -1.82952 3.88420
C 4.31295 0.97101 2.49655
C -2.64088 -3.71437 1.02812
C -0.03812 -2.38352 0.19945
C -4.07577 1.95564 -1.14774
C -3.85087 2.35331 0.12931
C -4.55224 -0.16090 -4.47543
C -4.60082 2.88694 4.35305
C -0.01530 -1.43036 5.75742
C -5.00102 -3.98862 1.46458
C 6.00875 0.06829 3.91809
C 2.97209 -2.55819 0.61869
C -2.83034 0.48351 -2.77799
C 2.34080 -3.32659 -0.27328
C -3.87479 2.19124 3.39829
C 2.89663 -5.51020 -4.62028
C 4.11231 -1.26477 3.33137
H -6.04473 -0.62996 -5.95410
H 3.49174 -2.68472 -2.87363
H 0.98127 -7.46543 -0.96106
H -4.90380 3.47939 -5.69242
H 3.89351 -2.80698 1.12500
H 0.99337 -6.45719 -4.86630
H 5.71426 -1.93736 4.60338
H -1.98362 -0.66866 -5.24545
H -1.56204 4.54524 2.64270
H 3.56256 -2.19023 3.40825
H -5.45399 2.43412 4.83889
H 6.07250 2.04709 3.10433
H -0.36758 2.64382 4.00919
H -6.28323 -4.05508 -0.25554
H 1.40746 -3.58973 3.56801
H 3.92515 1.79307 1.90689
H -0.19760 -4.76426 -3.50429
H 1.85810 -2.47284 5.72902
H 0.27134 -5.13671 -0.70324
H -2.85936 5.79299 4.34230
H 0.51362 -8.09768 3.24650
H -4.47192 -1.18401 -4.12566
H -5.81291 -4.10905 2.17111
H 2.67032 -4.29179 -0.62582
H -2.10583 -3.61811 -1.06356
H 2.04113 1.45595 3.91481
H 0.17982 -0.95119 6.70924
H 4.67188 -4.37674 -4.23709
H -4.44686 3.03177 0.71972
H -2.40928 -1.63758 3.36973
H -1.95692 -0.54101 5.53161
H 0.05337 -2.32935 -4.96051
H -4.41698 -3.83913 -1.86800
H -4.15602 1.17890 3.13198
H -4.89930 2.22696 -1.78760
H -0.17091 -5.75328 3.53279
H -3.50816 -3.88775 2.99437
H -3.31750 2.92814 -3.87727
H 1.09407 -8.96220 1.00639

***

# 4
58
Properties=species:S:1:pos:R:3 method="wB97M-V/def2-TZVPD" orbital_gap_ev=7.00 charge=+1
S 3.16154 2.62174 0.96717
O 5.02784 3.79518 -0.80117
O 3.53797 3.10855 -2.94949
O -4.67599 -5.43013 3.83193
O -8.58678 -2.09471 2.56275
O 4.84989 4.84782 -7.77061
O -0.97156 -6.61549 2.01728
O -2.42596 -1.52491 2.02603
C -0.86115 0.07589 -0.26687
C -6.95803 -5.16153 3.29975
C 0.33272 0.89075 -0.77537
C -1.92692 -4.82553 0.82550
C -1.30916 -5.45464 2.02342
C -1.47638 -3.31820 3.22098
C 1.61026 0.56461 -0.00552
C -2.08777 -2.69311 2.02405
C 5.26115 3.70580 -4.44024
C -2.28781 -3.54521 0.82714
C -1.11531 -4.59822 3.22288
C 2.77703 1.49197 -0.39198
C 4.89154 4.95839 1.49965
C -5.34194 -3.21142 3.44447
C 3.12932 4.25103 -6.28001
C -7.69619 -2.85891 2.86022
C 4.55173 4.45024 -6.67127
C -6.31643 -2.36877 3.11756
C -5.58119 -4.67135 3.55437
C 3.84676 3.51534 -4.06827
C 2.80436 3.81286 -5.06625
C -7.93797 -4.32076 2.97883
C 5.59332 4.14029 -5.65325
B 4.50396 3.93173 0.41274
H 4.26132 4.92239 2.38896
H 0.49109 0.66762 -1.83369
H -2.06392 -5.47136 -0.03254
H 4.40483 3.64426 -1.55121
H 5.99915 3.47234 -3.68276
H -6.16149 -1.30154 3.02287
H 4.85918 5.96245 1.07279
H 0.12207 1.96339 -0.71168
H 1.77934 3.65848 -4.75499
H 6.62054 4.28850 -5.96043
H 1.39352 0.64335 1.06388
H 1.90745 -0.47003 -0.17790
H -0.84223 -0.91483 -0.72368
H -1.35428 -2.67658 4.08490
H 3.70312 0.93946 -0.54895
H 2.38964 4.48275 -7.03545
H -8.95074 -4.65083 2.78604
H -0.80244 -0.07936 0.80984
H -4.32889 -2.88529 3.64209
H -1.81153 0.55458 -0.48709
H -2.74791 -3.06632 -0.02841
H -7.10866 -6.22987 3.38824
H 5.92054 4.78871 1.83181
H -0.67384 -5.08098 4.08511
H 2.02634 3.33600 1.05003
H 2.56629 2.06505 -1.29130

***

Number 1: strongest force on any atom 0.6 eV Å⁻¹. Number 2: strongest force on any atom 1.3 eV Å⁻¹. Number 3: strongest force on any atom 0.9 eV Å⁻¹. Number 4: strongest force on any atom 0.9 eV Å⁻¹.